(A)
Density functional theory data (wB97M-V/def2-TZVPD) for 2 unconnected molecules or ions with the total composition C3H9O2.

HOMO energy (eV): -2.2
Lowest unoccupied orbital energy (eV): 3.8

ORCA input file:
```
! RIJCOSX wB97M-V def2-TZVPD def2/J DEFGRID3
* xyz -1 1
C 1.88 -1.13 0.67
O 1.08 -1.27 1.73
H 2.24 -2.11 0.31
H 1.28 -0.66 -0.16
H 2.87 -0.50 0.96
C -0.63 1.10 -0.70
O -1.63 1.39 -1.63
C -1.20 0.15 0.36
H 0.13 0.55 -1.28
H -0.14 2.09 -0.42
H -2.11 0.62 -1.87
H -1.60 -0.78 0.11
H -0.29 -0.11 0.99
H -1.89 0.67 0.93
*
```



(B)
Density functional theory data (wB97M-V/def2-TZVPD) for 2 unconnected molecules or ions with the total composition C3H9O2.

HOMO energy (eV): -2.3
Lowest unoccupied orbital energy (eV): 4.3

ORCA input file:
```
! RIJCOSX wB97M-V def2-TZVPD def2/J DEFGRID3
* xyz -1 1
C -0.17 0.39 1.03
O -0.48 1.62 1.35
C -0.45 -0.09 -0.42
C -2.03 -0.57 -0.53
H -0.41 -0.40 1.79
H 0.98 0.16 0.98
H 0.18 -0.99 -0.63
H -0.34 0.67 -1.17
H -2.37 -0.71 -1.57
H -2.59 0.35 -0.18
H -2.27 -1.46 0.00
H 3.24 0.71 0.43
H 2.97 0.07 -0.83
O 3.74 0.25 -0.26
*
```



Of them, the most stable is (B) and the least stable is (A).



(A)
Density functional theory data (wB97M-V/def2-TZVPD) for 2 unconnected molecules or ions with the total composition C3H12N2.

SMILES: CCCN.N
HOMO energy (eV): -9.2
Lowest unoccupied orbital energy (eV): 1.0

ORCA input file:
```
! RIJCOSX wB97M-V def2-TZVPD def2/J DEFGRID3
* xyz 0 1
C 0.02 -1.14 -0.82
C -1.05 -0.17 -0.36
C -0.87 1.32 -0.68
N -1.88 2.05 0.07
H 0.98 -0.92 -0.34
H 0.13 -1.12 -1.89
H -0.17 -2.17 -0.57
H -1.98 -0.56 -0.80
H -1.11 -0.17 0.75
H -1.01 1.59 -1.76
H 0.15 1.71 -0.51
H -1.81 3.06 -0.15
H -1.78 1.93 1.11
N 2.46 -1.22 1.88
H 2.97 -2.10 1.76
H 1.80 -1.45 1.02
H 3.14 -0.63 1.29
*
```



(B)
Density functional theory data (wB97M-V/def2-TZVPD) for 2 unconnected molecules or ions with the total composition C3H12N2.

SMILES: CNC.CN
HOMO energy (eV): -8.6
Lowest unoccupied orbital energy (eV): 1.2

ORCA input file:
```
! RIJCOSX wB97M-V def2-TZVPD def2/J DEFGRID3
* xyz 0 1
C -2.67 -2.81 -1.13
N -2.81 -1.49 -0.41
C -4.18 -1.18 -0.20
H -2.87 -2.66 -2.24
H -1.76 -3.40 -1.14
H -3.24 -3.52 -0.56
H -2.32 -1.25 0.57
H -4.47 -0.10 0.31
H -4.72 -1.95 0.54
H -4.88 -1.23 -1.08
C 5.44 2.97 0.77
N 3.98 2.45 0.93
H 5.92 3.01 -0.18
H 5.99 2.42 1.57
H 5.40 3.95 1.24
H 3.35 3.19 0.63
H 3.83 1.59 0.39
*
```



Of them, the most stable is (A) and the least stable is (B).



(A)
Density functional theory data (wB97M-V/def2-TZVPD) for 2 unconnected molecules or ions with the total composition C15H18NO3P.

HOMO energy (eV): -8.7
Lowest unoccupied orbital energy (eV): 0.5

ORCA input file:
```
! RIJCOSX wB97M-V def2-TZVPD def2/J DEFGRID3
* xyz 0 1
N 0.65 -0.28 0.86
P -0.85 0.06 -0.07
O -1.56 1.26 0.09
O -0.35 0.01 -1.62
C 0.26 -0.93 -2.14
C 1.98 -0.94 -1.97
H 2.34 -1.05 -0.84
H 2.29 -1.80 -2.67
C 2.47 0.36 -2.67
C 2.24 1.46 -1.57
C 1.38 2.29 -1.99
C 1.11 3.46 -1.09
C 1.76 3.66 0.30
C 2.87 2.45 0.42
C 2.98 1.61 -0.53
H 3.97 0.80 -0.23
H 3.46 2.67 1.50
H 1.78 4.30 1.02
H 0.22 4.06 -1.16
H 0.81 2.29 -2.71
H 3.54 0.24 -2.81
H 2.23 0.45 -3.57
H 0.09 -2.14 -1.78
H 0.31 -1.20 -3.22
O -1.76 -1.23 -0.23
C -2.43 -1.59 1.14
C -3.08 -2.61 1.21
C -3.86 -3.25 2.05
C -3.77 -2.31 3.34
C -3.20 -1.15 3.41
C -2.48 -0.79 2.15
H -1.99 0.31 2.19
H -3.29 -0.54 4.19
H -4.52 -2.52 4.20
H -4.34 -4.00 2.16
H -2.97 -3.54 0.10
H 0.25 -0.31 1.67
H 1.47 0.43 0.87
*
```



(B)
Density functional theory data (wB97M-V/def2-TZVPD) for a molecular structure, C15H18NO3P.

HOMO energy (eV): -8.7
Lowest unoccupied orbital energy (eV): 0.2

ORCA input file:
```
! RIJCOSX wB97M-V def2-TZVPD def2/J DEFGRID3
* xyz 0 1
N 0.53 -0.12 -1.11
P 0.36 -0.73 0.36
O 0.99 -0.01 1.44
O -1.13 -1.05 0.58
C -1.78 -0.34 1.40
C -2.37 0.88 1.01
H -2.80 0.62 0.16
H -3.27 1.15 1.70
C -1.51 1.87 0.65
C -2.17 3.11 -0.12
C -2.79 4.03 0.74
C -3.43 4.97 -0.12
C -3.46 5.09 -1.72
C -2.95 3.99 -2.08
C -2.32 2.93 -1.56
H -1.68 2.18 -1.92
H -2.89 4.04 -3.34
H -3.90 5.87 -2.05
H -3.99 5.98 0.43
H -2.60 4.23 1.77
H -1.06 2.28 1.55
H -0.57 1.48 0.26
H -2.53 -1.07 2.19
H -0.95 -0.03 2.55
O 0.62 -2.60 0.20
C 2.04 -2.83 0.00
C 2.34 -4.16 -0.33
C 3.38 -4.83 -0.36
C 4.74 -3.94 -0.48
C 4.50 -2.51 -0.32
C 3.12 -2.11 -0.03
H 3.06 -1.06 -0.01
H 5.29 -1.92 -0.35
H 5.65 -4.34 -0.84
H 3.67 -5.84 -0.64
H 1.27 -4.91 0.05
H 0.08 -0.88 -2.01
H 1.53 0.37 -1.20
*
```



Of them, the most stable is (B) and the least stable is (A).



(A)
Density functional theory data (wB97M-V/def2-TZVPD) for a gas-phase ion, C5H8N (charge +1).

<S²>: 2.013
HOMO energy (alpha / beta) (eV): -12.9 / -17.3
Lowest unoccupied orbital energy (alpha / beta) (eV): -5.1 / -10.4

ORCA input file:
```
! RIJCOSX wB97M-V def2-TZVPD def2/J DEFGRID3
* xyz 1 3
C -0.57 -0.46 -0.05
C 0.41 0.65 0.03
C 1.27 -1.40 0.06
C 1.81 0.10 -0.11
C -2.06 -0.21 -0.01
N -0.05 -1.76 0.03
H 0.21 1.30 -0.87
H 0.22 1.36 0.87
H 2.38 0.47 -0.98
H 1.79 -2.32 0.02
H 2.42 0.42 0.78
H -2.62 -0.10 -1.02
H -2.29 0.75 0.50
H -2.45 -1.07 0.42
*
```



(B)
Density functional theory data (wB97M-V/def2-TZVPD) for a gas-phase ion, C5H8N (charge +1).

<S²>: 2.016
HOMO energy (alpha / beta) (eV): -14.4 / -16.8
Lowest unoccupied orbital energy (alpha / beta) (eV): -4.2 / -11.7

ORCA input file:
```
! RIJCOSX wB97M-V def2-TZVPD def2/J DEFGRID3
* xyz 1 3
C -1.78 0.98 -0.66
C 0.19 -0.43 0.32
C -0.38 0.70 -0.44
C 0.50 1.70 -1.08
C -0.84 -1.02 1.30
N -2.85 1.31 -0.86
H 0.18 -1.14 -0.45
H 1.18 -0.16 0.71
H 1.53 1.32 -1.31
H 0.82 2.61 -0.62
H 0.13 2.03 -2.06
H -1.05 -0.44 2.28
H -0.80 -2.06 1.74
H -1.93 -1.02 0.82
*
```



Of them, the most stable is (A) and the least stable is (B).